Record 1
Here is a molecular structure, C3H3ClN2O2S from the OMol25 dataset. Energies are from the ωB97M-V functional and the def2-TZVPD basis.

Last column: Mulliken charge in e.
Positions of all 12 atoms, in Å:
1 C 0.91473 -0.64551 -1.88931  -0.33
2 C -0.05861 -0.01976 -1.20990  -0.11
3 C 1.43942 -0.78362 0.21283  -0.11
4 N 1.79052 -1.15251 -0.97744  -0.53
5 N 0.28672 -0.11641 0.13002  -0.06
6 O -1.59965 -0.22097 2.48022  -0.39
7 O -0.34520 1.95221 1.99325  -0.38
8 S -1.20905 0.87195 1.65959  1.09
9 Cl -2.99226 1.51860 0.91109  -0.08
10 H 1.09918 -0.85706 -2.99089  0.32
11 H -0.94746 0.60719 -1.54755  0.26
12 H 1.62167 -1.15411 1.22810  0.31

Output
Relative energy (zero: lowest compared OMol25 entry of this formula, charge and spin)   18.5 kJ/mol
HOMO-LUMO gap (alpha / beta)   5.86 / 5.86 eV
Net charge   0
2S+1   1
DFT total energy   -1234.34744 a.u.



Record 2
Here is C3H3ClN2S in the gas phase from the OMol25 dataset. Energies are from the ωB97M-V functional and the def2-TZVPD basis.

Last column: Mulliken charge in e.
Positions of all 10 atoms, in Å:
1 C 2.01899 -0.43606 -0.00782  0.03
2 C -0.36925 0.21602 0.00153  -0.23
3 C -1.55199 -0.58953 -0.02254  -0.22
4 N 2.21496 0.74456 0.01317  0.34
5 N 1.65841 1.83986 -0.00871  -0.75
6 S -0.07871 1.77862 0.00535  0.14
7 Cl -3.16443 0.29864 0.00799  -0.22
8 H 2.41565 -1.40778 0.09167  0.37
9 H -1.57463 -1.24508 0.85115  0.28
10 H -1.56899 -1.19925 -0.93179  0.28

Output
Relative energy (zero: lowest compared OMol25 entry of this formula, charge and spin)   491.5 kJ/mol
HOMO-LUMO gap (alpha / beta)   8.71 / 8.71 eV
Net charge   0
2S+1   1
DFT total energy   -1083.81932 a.u.



Record 3
Here is C3H3ClN2S in the gas phase from the OMol25 dataset. Energies are from the ωB97M-V functional and the def2-TZVPD basis.

Last column: Mulliken charge in e.
Positions of all 10 atoms, in Å:
1 Cl 3.91673 -0.89649 -0.16549  -0.24
2 S 2.73537 1.22892 0.28155  0.13
3 N 1.20277 0.63505 -0.04967  0.02
4 C 0.57720 -0.20610 0.74289  0.02
5 C -0.54109 -0.60082 0.08288  -0.42
6 N -0.62840 0.18016 -1.05195  -0.55
7 C 0.44174 0.89398 -1.10939  0.01
8 H 1.11939 -0.60626 1.68890  0.32
9 H -1.33951 -1.29452 0.41496  0.34
10 H 0.52249 1.68113 -1.84773  0.37

Output
Relative energy (zero: lowest compared OMol25 entry of this formula, charge and spin)   176.2 kJ/mol
HOMO-LUMO gap   7.12 eV
Net charge   0
2S+1   1
DFT total energy   -1083.93942 a.u.



Record 4
Here is C3H3ClN2S in the gas phase from the OMol25 dataset. Energies are from the ωB97M-V functional and the def2-TZVPD basis.

Last column: Mulliken charge in e.
Positions of all 10 atoms, in Å:
1 C 0.60659 0.62913 0.19533  -0.25
2 C 1.65756 -0.15627 -0.10417  -0.16
3 C -0.79644 0.39748 0.05258  0.22
4 N -1.39415 -1.88844 0.52914  -0.68
5 N -1.50572 -0.85163 -0.06734  0.30
6 S -1.83212 1.69262 0.00339  -0.24
7 Cl 3.26084 0.36923 0.02397  -0.13
8 H 0.80557 1.65034 0.49642  0.31
9 H 1.53783 -1.17342 -0.44815  0.35
10 H -2.33998 -0.66905 -0.68118  0.28

Output
Relative energy (zero: lowest compared OMol25 entry of this formula, charge and spin)   356.6 kJ/mol
HOMO-LUMO gap   6.97 eV
Net charge   0
2S+1   1
DFT total energy   -1083.87068 a.u.



Record 5
Here is 2 unconnected molecules or ions with the total composition C3H3ClNO2 from the OMol25 dataset. Energies are from the ωB97M-V functional and the def2-TZVPD basis.

Last column: Mulliken charge in e.
Positions of all 10 atoms, in Å:
1 C -0.08792 0.21856 0.00626  0.45
2 C 1.09045 0.57896 0.49673  -0.30
3 C -1.22412 0.05861 -0.44320  -0.61
4 N 1.93749 -1.35702 -0.20748  0.20
5 O 3.00673 -1.95186 -0.13976  -0.38
6 O 2.19044 -0.12529 0.43687  -0.18
7 Cl -4.40456 1.19478 0.26815  -0.93
8 H -1.45924 0.11001 -1.48479  0.22
9 H 1.10290 1.53822 1.03617  0.33
10 H -2.15217 -0.26497 0.03105  0.19

Output
Relative energy (zero: lowest compared OMol25 entry of this formula, charge and spin)   449.8 kJ/mol
HOMO-LUMO gap (alpha / beta)   5.73 / 5.73 eV
Net charge   -1
2S+1   1
DFT total energy   -781.42512 a.u.



Record 6
Here is 2 unconnected molecules or ions with the total composition C3H3ClO from the OMol25 dataset. Energies are from the ωB97M-V functional and the def2-TZVPD basis.

Last column: Mulliken charge in e.
Positions of all 8 atoms, in Å:
1 C 2.11457 1.30041 0.16860  -0.41
2 C 2.00263 0.12990 -0.15911  -0.48
3 C -1.97049 -0.61198 -0.40460  0.31
4 O -3.09197 -1.20545 -0.17708  -0.46
5 Cl -2.25545 0.97159 0.11270  -0.20
6 H 2.12507 2.29293 0.19930  0.44
7 H 1.95519 -0.86482 -0.18249  0.45
8 H -3.73074 -0.72429 0.52008  0.34

Output
Relative energy (zero: lowest compared OMol25 entry of this formula, charge and spin)   222.6 kJ/mol
HOMO-LUMO gap (alpha / beta)   8.08 / 8.46 eV
Net charge   0
2S+1   3
DFT total energy   -651.25866 a.u.



Record 7
Here is C3H3ClO3S in the gas phase from the OMol25 dataset. Energies are from the ωB97M-V functional and the def2-TZVPD basis.

Last column: Mulliken charge in e.
Positions of all 11 atoms, in Å:
1 O -0.91493 -2.70623 0.06692  -0.46
2 C -0.75867 -1.53946 0.11584  0.63
3 O -1.21231 -0.64862 -0.82965  -0.31
4 C -0.65035 0.62319 -0.51270  0.19
5 Cl -1.82297 1.43754 0.55703  -0.17
6 C 0.58157 0.14400 0.23996  -0.25
7 S 1.64268 1.29391 1.08631  -0.15
8 O -0.05175 -0.84937 1.07139  -0.31
9 H -0.45345 1.25481 -1.37283  0.37
10 H 1.14682 -0.44601 -0.48944  0.32
11 H 2.49335 1.43626 0.06716  0.15

Output
Relative energy (zero: lowest compared OMol25 entry of this formula, charge and spin)   0.0 kJ/mol
HOMO-LUMO gap   10.60 eV
Net charge   0
2S+1   1
DFT total energy   -1200.20613 a.u.



Record 8
Here is 2 unconnected molecules or ions with the total composition C3H3ClS from the OMol25 dataset. Energies are from the ωB97M-V functional and the def2-TZVPD basis.

Last column: Mulliken charge in e.
Positions of all 8 atoms, in Å:
1 S 3.24759 1.45636 -0.19814  -0.17
2 C 2.31300 0.17312 0.14136  -0.01
3 Cl 2.86936 -1.46945 0.05690  -0.09
4 H 1.29178 0.48812 0.58330  0.26
5 C -0.88337 -0.36960 -0.03937  -0.75
6 C -0.88958 0.12510 -1.10831  -0.11
7 H -1.10934 -0.86986 0.81164  0.46
8 H -0.58303 0.83158 -1.75779  0.42

Output
Relative energy (zero: lowest compared OMol25 entry of this formula, charge and spin)   233.7 kJ/mol
HOMO-LUMO gap   8.61 eV
Net charge   0
2S+1   1
DFT total energy   -974.35465 a.u.



Record 9
Here is a molecular structure, C3H3CuLiO3 from the OMol25 dataset. Energies are from the ωB97M-V functional and the def2-TZVPD basis.

Last column: Mulliken charge in e.
Positions of all 11 atoms, in Å:
1 C 0.19250 0.38987 -1.38857  -0.20
2 C -0.44692 0.20164 -0.07370  -0.17
3 O 0.56429 -0.19891 0.93687  -0.09
4 O 0.89244 -0.47306 -1.99813  -0.72
5 H -1.21852 -0.57887 -0.10510  0.32
6 H -0.89604 1.14649 0.26561  0.35
7 O -1.04960 -0.27312 2.47127  -0.33
8 C 0.17412 -0.41945 2.16359  0.25
9 Li 1.65836 -0.31565 -3.66706  0.91
10 Cu -0.10610 -0.79518 3.91998  0.77
11 H 0.23547 1.31622 -2.52476  -0.08

Output
Relative energy (zero: lowest compared OMol25 entry of this formula, charge and spin)   151.1 kJ/mol
HOMO-LUMO gap (alpha / beta)   3.17 / 5.38 eV
Net charge   +1
2S+1   3
DFT total energy   -1989.36875 a.u.



Record 10
Here is a molecular structure, C3H3CuO2 from the OMol25 dataset. Energies are from the ωB97M-V functional and the def2-TZVPD basis.

Last column: Mulliken charge in e.
Positions of all 9 atoms, in Å:
1 C -2.01638 -0.28238 -0.51491  -0.75
2 C -0.84763 -0.28829 0.17632  0.08
3 H -2.16884 -1.12976 -1.19831  0.23
4 H -2.88466 0.28855 -0.17213  0.22
5 H -0.02946 -0.90998 -0.24019  0.26
6 O -3.04184 0.29531 3.98657  0.03
7 C -3.93586 -0.38553 4.12585  0.04
8 O -0.50335 0.47192 1.17528  -0.67
9 Cu -1.03789 1.33197 3.00995  0.57

Output
Relative energy (zero: lowest compared OMol25 entry of this formula, charge and spin)   206.3 kJ/mol
HOMO-LUMO gap   5.49 eV
Net charge   0
2S+1   1
DFT total energy   -1906.95529 a.u.